No. 1
The following is a DFT calculation (ωB97M-V/def2-TZVPD) of C21H18N6PdS as an isolated structure at a distorted geometry.

The geometry in XYZ format:
```
47
Properties=species:S:1:pos:R:3:nbo_charge:R:1
Pd -1.01 1.89 -0.27 0.929
C 5.00 -1.19 -2.26 -0.669
C 3.68 -0.83 -1.67 0.201
C 3.32 -1.32 -0.39 -0.234
C 2.14 -0.94 0.15 -0.114
C 1.23 -0.06 -0.52 0.092
N 0.04 0.21 0.04 -0.272
C -0.55 -0.76 0.81 0.062
C -0.41 -2.12 0.39 -0.114
C -1.04 -3.14 1.04 -0.231
C -1.86 -2.87 2.15 0.170
C -2.60 -3.96 2.84 -0.664
C -2.02 -1.54 2.56 -0.243
C -1.42 -0.49 1.92 0.286
N -1.60 0.79 2.43 -0.195
C -1.86 1.16 3.71 0.016
C -2.06 2.51 3.72 -0.284
C -1.90 2.92 2.39 0.063
N -1.63 1.88 1.62 -0.296
C 1.64 0.50 -1.80 0.326
C 2.84 0.07 -2.33 -0.273
N 0.83 1.34 -2.56 -0.202
C 0.97 1.61 -3.90 0.018
C 0.21 2.70 -4.19 -0.273
C -0.39 3.06 -2.96 0.085
N -0.01 2.25 -2.00 -0.309
H 5.27 -2.21 -2.00 0.259
H 5.76 -0.53 -1.84 0.279
H 5.01 -1.07 -3.34 0.250
H 4.01 -1.94 0.16 0.260
H 1.89 -1.22 1.17 0.251
H 0.13 -2.32 -0.52 0.243
H -0.95 -4.16 0.67 0.257
H -2.13 -4.93 2.69 0.251
H -3.61 -4.02 2.44 0.273
H -2.69 -3.77 3.91 0.252
H -2.68 -1.34 3.40 0.249
H -1.86 0.44 4.51 0.252
H -2.27 3.14 4.57 0.276
H -1.98 3.90 1.94 0.272
H 3.17 0.46 -3.28 0.248
H 1.58 1.00 -4.54 0.251
H 0.08 3.17 -5.15 0.278
H -1.07 3.87 -2.74 0.274
S -3.96 1.56 -1.45 0.002
C -3.03 2.76 -0.97 0.064
N -2.20 3.55 -0.59 -0.614
```

Its net charge is +2. For the total energy, the calculation gives -45307.772 eV. Its HOMO energy is -0.5141 Eh. Its LUMO energy is -9.7261 eV.



No. 2
The following is a DFT calculation (ωB97M-V/def2-TZVPD) of an isolated ion of composition C6H15N2S and charge +1 at a distorted geometry.

The geometry in XYZ format:
```
24
Properties=species:S:1:pos:R:3:nbo_charge:R:1
C 0.15 0.47 0.06 0.392
C 0.22 -1.99 -0.03 -0.397
C 1.41 -0.61 1.81 -0.441
C -1.27 1.20 -1.84 -0.442
C 0.72 -0.17 -2.26 -0.416
C -1.07 1.24 2.41 -0.685
N 0.54 -0.69 0.55 -0.365
N -0.29 0.38 -1.34 -0.432
S -0.19 1.98 0.93 0.312
H 0.23 -2.67 0.72 0.226
H -0.69 -1.88 -0.61 0.240
H 0.96 -2.24 -0.78 0.215
H 0.92 -1.16 2.66 0.236
H 2.36 -1.29 1.65 0.244
H 1.65 0.48 1.91 0.244
H -1.74 1.84 -0.94 0.231
H -2.10 0.68 -2.28 0.223
H -1.03 2.07 -2.56 0.222
H 0.17 -0.57 -3.17 0.233
H 1.28 -0.96 -1.84 0.204
H 1.39 0.65 -2.62 0.219
H -2.04 1.81 2.55 0.275
H -0.30 1.13 3.13 0.239
H -1.30 0.29 1.90 0.224
```

Its net charge is +1. For the total energy, the calculation gives -20272.194 eV. Its HOMO energy is -0.4915 Eh. Its LUMO energy is -3.9624 eV.



No. 3
The following is a DFT calculation (ωB97M-V/def2-TZVPD) of a 2-piece molecular cluster, C5H8N overall at a distorted geometry.

The geometry in XYZ format:
```
14
Properties=species:S:1:pos:R:3:nbo_charge:R:1
C 0.17 0.57 0.18 0.061
C -1.05 0.75 -0.13 -0.163
C 1.62 0.88 0.22 -0.077
C 1.11 -0.45 0.56 -0.064
C -2.06 -0.30 -0.05 -0.651
N 2.05 -0.25 -0.55 -0.547
H -1.48 1.77 -0.20 0.226
H 2.24 1.63 0.74 0.282
H 1.37 -1.28 1.74 0.284
H -1.61 -1.07 -0.74 0.231
H -3.01 0.04 -0.49 0.264
H -1.98 -0.83 0.96 0.250
H 1.71 -0.14 -1.56 0.455
H 3.06 -0.54 -0.39 0.448
```

Its net charge is +1. For the total energy, the calculation gives -6787.914 eV. The expectation value of S² is 2.0059. The spin multiplicity is 3. Its HOMO energy (alpha / beta) is -0.3572 / -0.5843 Eh. Its LUMO energy (alpha / beta) is -3.5941 / -7.0732 eV.



No. 4
The following is a DFT calculation (ωB97M-V/def2-TZVPD) of C16H33N2O10S2ScSi as an isolated structure at a distorted geometry.

The geometry in XYZ format:
```
65
Properties=species:S:1:pos:R:3:nbo_charge:R:1
Sc 1.37 2.38 0.00 1.681
N 1.12 3.50 -2.10 -0.844
C 0.01 4.46 -2.09 -0.299
C -0.19 5.05 -0.71 0.639
O -0.73 6.17 -0.60 -0.737
N 0.21 4.24 0.26 -0.741
C 0.00 4.66 1.62 -0.334
C 0.49 3.58 2.58 0.806
O 0.26 3.66 3.77 -0.680
O 1.14 2.59 2.00 -0.810
H 2.02 3.95 -2.11 0.404
H 1.10 2.85 -2.87 0.396
H -0.91 3.91 -2.32 0.210
H 0.10 5.27 -2.81 0.178
H -1.05 4.85 1.85 0.200
H 0.52 5.59 1.87 0.198
C 1.19 -0.71 2.79 -0.650
C -0.27 -1.15 2.70 0.277
C -0.42 -2.67 2.79 -0.629
C -1.07 -0.49 3.80 -0.612
O -0.86 -0.69 1.49 -0.954
Si -0.54 -0.90 -0.11 2.185
S -0.52 0.90 -1.09 -0.934
O -1.71 -1.91 -0.77 -0.941
C -3.07 -1.72 -1.08 0.271
C -3.17 -1.39 -2.56 -0.628
C -3.77 -3.04 -0.77 -0.610
C -3.69 -0.60 -0.24 -0.652
O 0.83 -1.80 -0.14 -0.951
C 1.70 -2.31 -1.16 0.275
C 3.09 -2.33 -0.54 -0.629
C 1.70 -1.44 -2.41 -0.642
C 1.24 -3.72 -1.47 -0.620
H 1.68 -1.21 3.64 0.183
H 1.27 0.37 2.93 0.254
H 1.74 -0.97 1.89 0.243
H -0.09 -3.03 3.76 0.189
H 0.16 -3.16 2.01 0.224
H -1.48 -2.94 2.66 0.198
H -0.64 -0.71 4.78 0.189
H -2.11 -0.84 3.78 0.189
H -1.06 0.60 3.66 0.240
H -2.80 -2.23 -3.16 0.197
H -2.55 -0.51 -2.78 0.243
H -4.20 -1.18 -2.85 0.186
H -3.27 -3.85 -1.32 0.205
H -4.82 -3.00 -1.07 0.187
H -3.71 -3.26 0.30 0.208
H -3.21 0.36 -0.44 0.251
H -3.58 -0.81 0.83 0.220
H -4.76 -0.53 -0.47 0.188
H 3.40 -1.32 -0.26 0.264
H 3.81 -2.74 -1.27 0.188
H 3.09 -2.97 0.35 0.192
H 2.10 -0.44 -2.21 0.265
H 0.68 -1.32 -2.80 0.212
H 2.31 -1.92 -3.17 0.188
H 1.26 -4.33 -0.56 0.199
H 1.88 -4.18 -2.22 0.187
H 0.21 -3.70 -1.84 0.217
O 2.78 0.92 -0.04 -1.039
S 3.78 1.81 -0.79 2.562
O 3.50 1.69 -2.22 -1.027
O 3.33 3.18 -0.31 -1.032
O 5.14 1.50 -0.41 -0.995
```

Its net charge is -2. For the total energy, the calculation gives -90846.741 eV. Its HOMO energy is -0.1082 Eh. Its LUMO energy is 4.3988 eV.



No. 5
The following is a DFT calculation (ωB97M-V/def2-TZVPD) of one molecule with the formula C2H3NS at a distorted geometry.

The geometry in XYZ format:
```
7
Properties=species:S:1:pos:R:3:nbo_charge:R:1
C -0.05 -0.13 0.07 0.031
C -1.14 0.77 -0.04 -0.372
N -0.40 -1.34 -0.06 -0.557
S -2.56 -0.02 0.03 0.153
H 0.88 0.40 0.24 0.170
H -1.15 1.79 -0.16 0.213
H 0.16 -2.16 0.06 0.363
```

For the total energy, the calculation gives -14445.231 eV. Its HOMO energy is -0.2980 Eh. Its LUMO energy is -1.0520 eV. The SMILES is [H]/N=C/C=S.



No. 6
The following is a DFT calculation (ωB97M-V/def2-TZVPD) of a 6-piece molecular cluster, C32H45N5P overall at a distorted geometry.

The geometry in XYZ format:
```
83
Properties=species:S:1:pos:R:3:lowdin_charge:R:1
C 0.10 -0.69 -0.07 -0.114
C -0.83 -0.12 -1.17 -0.250
C -0.70 1.39 -1.39 -0.221
C -1.74 2.27 -0.66 -0.206
C -2.15 1.82 0.75 -0.226
C -3.66 1.55 0.95 -0.289
C -4.17 0.16 0.52 -0.429
P -4.86 -0.02 -1.27 0.144
H 1.01 -0.12 0.06 0.060
H 0.38 -1.71 -0.35 0.035
H -0.43 -0.76 0.87 0.045
H -1.85 -0.43 -0.97 0.069
H -0.54 -0.61 -2.10 0.066
H -0.85 1.56 -2.46 0.074
H 0.31 1.74 -1.18 0.092
H -1.28 3.26 -0.56 0.088
H -2.62 2.40 -1.28 0.079
H -1.92 2.64 1.43 0.067
H -1.59 0.97 1.12 0.072
H -3.80 1.62 2.04 0.080
H -4.25 2.36 0.51 0.080
H -5.01 -0.09 1.17 0.035
H -3.37 -0.55 0.72 0.041
H -5.51 1.30 -1.17 -0.079
H -3.68 0.62 -1.86 -0.083
H -4.19 -1.36 -1.40 -0.092
H -6.08 -0.71 -0.74 -0.103
H -5.43 -0.18 -2.63 -0.125
N -0.81 2.39 3.75 0.070
C -0.78 3.58 4.35 -0.145
C 0.27 4.03 5.13 -0.076
C 1.37 3.19 5.30 -0.093
C 1.36 1.95 4.68 -0.082
C 0.25 1.60 3.92 -0.144
H -1.66 4.20 4.19 0.106
H 0.24 5.01 5.59 0.064
H 2.21 3.50 5.90 0.097
H 2.19 1.27 4.78 0.095
H 0.20 0.64 3.41 0.104
N -0.49 0.09 -4.56 0.077
C -1.03 0.03 -5.78 -0.137
C -0.29 -0.06 -6.95 -0.083
C 1.09 -0.11 -6.85 -0.099
C 1.67 -0.05 -5.59 -0.078
C 0.84 0.04 -4.49 -0.144
H -2.11 0.07 -5.81 0.111
H -0.78 -0.11 -7.91 0.095
H 1.71 -0.18 -7.74 0.097
H 2.74 -0.08 -5.47 0.096
H 1.24 0.09 -3.48 0.105
N 0.01 7.46 6.07 0.055
C -0.24 8.60 5.44 -0.145
C -0.40 9.82 6.09 -0.074
C -0.31 9.84 7.47 -0.086
C -0.06 8.66 8.15 -0.076
C 0.09 7.50 7.40 -0.153
H -0.30 8.54 4.36 0.108
H -0.60 10.72 5.53 0.100
H -0.44 10.77 8.02 0.103
H 0.01 8.63 9.23 0.099
H 0.29 6.55 7.89 0.104
N 2.60 -3.13 -0.99 0.062
C 3.73 -2.98 -0.30 -0.155
C 4.49 -4.03 0.18 -0.081
C 4.05 -5.32 -0.07 -0.084
C 2.88 -5.50 -0.79 -0.072
C 2.20 -4.38 -1.22 -0.146
H 4.03 -1.95 -0.12 0.103
H 5.40 -3.85 0.73 0.096
H 4.62 -6.18 0.28 0.102
H 2.50 -6.49 -1.00 0.070
H 1.27 -4.47 -1.78 0.107
N 2.65 -8.70 -2.67 0.054
C 1.54 -8.11 -3.12 -0.156
C 1.05 -8.28 -4.41 -0.065
C 1.75 -9.10 -5.28 -0.082
C 2.91 -9.72 -4.83 -0.079
C 3.31 -9.48 -3.52 -0.159
H 1.03 -7.48 -2.41 0.097
H 0.14 -7.78 -4.72 0.105
H 1.40 -9.26 -6.29 0.104
H 3.48 -10.36 -5.47 0.098
H 4.21 -9.95 -3.13 0.100
```

Its net charge is -1. For the total energy, the calculation gives -50648.521 eV. Its HOMO energy is -0.0942 Eh. Its LUMO energy is 2.0222 eV.